No. 1
2 unconnected molecules or ions with the total composition C4H13NO at a distorted geometry. Source: the OMol25 dataset; level of theory: ωB97M-V with the def2-TZVPD basis set.

The geometry in XYZ format:
```
19
Properties=species:S:1:pos:R:3:mulliken_charge:R:1
C -0.178 -0.047 1.261 -0.990
C 0.510 -0.149 -0.136 1.004
C 2.007 0.001 0.051 -1.658
C 0.199 -1.517 -0.810 -1.348
N -1.549 -0.403 1.295 -0.049
H -0.077 0.958 1.692 0.358
H 0.557 -0.638 1.822 0.437
H 0.181 0.648 -0.804 0.191
H 2.557 -0.864 0.426 0.421
H 2.259 0.799 0.766 0.409
H 2.549 0.346 -0.830 0.428
H -0.538 -1.414 -1.605 0.374
H 1.094 -1.772 -1.384 0.381
H 0.002 -2.362 -0.157 0.379
H -2.063 0.157 0.605 0.283
H -1.771 -1.395 1.362 0.376
H -1.444 2.737 -1.798 0.335
H -2.527 2.157 -0.873 0.314
O -1.767 2.756 -0.884 -0.643
```

As for the expectation value of S²: 0.755. Its net charge is +1. The calculated total energy is -289.8486 a.u. The multiplicity is 2.

***

No. 2
4 unconnected molecules or ions with the total composition C4H13NO2 at a distorted geometry. Source: the OMol25 dataset; level of theory: ωB97M-V with the def2-TZVPD basis set.

The geometry in XYZ format:
```
20
Properties=species:S:1:pos:R:3:mulliken_charge:R:1
N -0.158 1.805 0.458 -0.594
C 2.704 0.569 -0.028 -0.467
C -0.229 -1.847 0.157 -1.040
C 0.981 -1.093 0.461 0.579
C 1.695 -0.284 -0.402 -0.418
H 0.699 1.331 0.612 0.075
H -0.110 2.725 0.869 0.177
H 3.258 1.161 -0.740 0.289
H 3.038 0.572 0.998 0.288
H -0.184 -2.866 0.542 0.437
H -1.083 -1.367 0.715 0.281
H -0.402 -1.752 -0.913 0.353
H 1.334 -1.128 1.499 0.276
H 1.479 -0.180 -1.458 0.243
H -3.188 0.332 1.051 0.108
H -1.977 -0.022 -0.834 0.473
O -2.392 -0.082 0.671 -0.971
H -1.051 1.305 0.635 0.307
H -0.948 0.968 -1.054 0.414
O -1.344 0.233 -1.583 -0.810
```

The calculated total energy is -365.2557 a.u.

***

No. 3
2 unconnected molecules or ions with the total composition C4H13NO2 at a distorted geometry. Source: the OMol25 dataset; level of theory: ωB97M-V with the def2-TZVPD basis set.

The geometry in XYZ format:
```
20
Properties=species:S:1:pos:R:3:mulliken_charge:R:1
C 0.437 1.816 0.230 -1.570
C -0.388 0.548 0.103 0.511
C -0.738 -0.078 1.429 -0.518
C -1.010 -1.568 1.346 -0.618
O 0.161 -2.329 1.128 -0.520
N -1.615 0.688 -0.695 -0.572
H 1.285 1.606 0.899 0.360
H -0.105 2.680 0.602 0.318
H 0.903 2.120 -0.693 0.350
H 0.211 -0.150 -0.502 0.210
H 0.102 0.070 2.128 0.270
H -1.583 0.382 1.927 0.350
H -1.443 -1.918 2.288 0.341
H -1.735 -1.767 0.556 0.305
H 0.515 -2.069 0.265 0.333
H -2.219 1.392 -0.300 0.227
H -1.418 0.836 -1.674 0.225
H 3.128 -0.035 -2.842 0.313
H 1.944 0.704 -3.471 0.310
O 2.548 0.723 -2.722 -0.624
```

As for the structure (SMILES): C[C@H](N)CCO.O. The calculated total energy is -365.4218 a.u.

***

No. 4
2 unconnected molecules or ions with the total composition C4H13NO2 at a distorted geometry. Source: the OMol25 dataset; level of theory: ωB97M-V with the def2-TZVPD basis set.

The geometry in XYZ format:
```
20
Properties=species:S:1:pos:R:3:mulliken_charge:R:1
C -1.500 -0.950 0.657 -0.612
O -1.569 -2.137 -0.190 -0.527
C -0.413 -0.106 -0.036 -0.122
C 0.517 0.783 1.045 -0.514
C 1.837 0.099 1.209 -1.234
N -1.008 0.784 -1.045 -0.620
H -2.622 -0.587 0.461 0.170
H -1.087 -1.222 1.661 0.414
H -1.593 -2.921 0.424 0.305
H 0.246 -0.753 -0.576 0.503
H 0.699 1.797 0.637 0.276
H -0.119 0.803 1.947 0.425
H 2.342 0.342 2.127 0.362
H 2.525 0.344 0.448 0.380
H 1.837 -0.971 1.181 0.346
H -1.870 1.404 -0.800 0.247
H -1.357 0.273 -1.858 0.242
H 0.723 1.278 -3.155 0.302
H 1.027 0.797 -1.600 0.375
O 1.387 0.942 -2.538 -0.717
```

As for the structure (SMILES): CC[C@H](N)CO.O. The calculated total energy is -365.3687 a.u.

***

No. 5
2 unconnected molecules or ions with the total composition C4H13NO2 at a distorted geometry. Source: the OMol25 dataset; level of theory: ωB97M-V with the def2-TZVPD basis set.

The geometry in XYZ format:
```
20
Properties=species:S:1:pos:R:3:mulliken_charge:R:1
C 0.381 -1.043 0.101 -0.723
N -0.733 -0.384 -0.451 0.037
C -1.071 -0.536 -1.826 -0.567
O -0.406 0.459 -2.605 -0.554
C 0.502 -0.936 1.634 -0.525
C 1.229 0.303 2.114 -1.133
H 1.329 -0.659 -0.307 0.336
H 0.414 -2.127 -0.132 0.393
H -1.508 0.005 0.061 0.215
H -0.677 -1.542 -2.072 0.334
H -2.139 -0.581 -2.035 0.336
H 0.203 0.146 -3.265 0.287
H -0.506 -1.026 2.055 0.297
H 0.953 -1.874 1.969 0.346
H 0.737 0.908 2.889 0.340
H 1.155 1.132 1.386 0.312
H 2.268 0.240 2.430 0.301
H -1.105 2.918 -0.106 0.285
H -0.676 2.053 -1.309 0.293
O -0.350 2.545 -0.533 -0.611
```

As for the structure (SMILES): CCCNCO.O. The calculated total energy is -365.3937 a.u.

***

No. 6
2 unconnected molecules or ions with the total composition C4H13NO2 at a distorted geometry. Source: the OMol25 dataset; level of theory: ωB97M-V with the def2-TZVPD basis set.

The geometry in XYZ format:
```
20
Properties=species:S:1:pos:R:3:mulliken_charge:R:1
C 0.632 0.700 1.284 -1.270
C 1.019 0.497 -0.156 -0.199
C 0.669 -0.905 -0.683 0.446
C 1.049 -2.114 0.172 -1.462
O -0.815 -1.073 -0.719 -0.538
N 0.369 1.536 -0.994 -0.522
H -0.458 0.598 1.433 0.287
H 1.044 -0.041 2.014 0.347
H 0.924 1.657 1.720 0.418
H 2.116 0.365 -0.243 0.334
H 1.227 -0.912 -1.604 0.238
H 0.688 -3.063 -0.240 0.347
H 2.095 -2.150 0.438 0.352
H 0.430 -2.063 1.044 0.388
H -1.027 -0.153 -0.510 0.332
H 1.010 2.016 -1.615 0.255
H 0.129 2.231 -0.286 0.250
H -4.392 1.013 -0.616 0.310
H -3.262 0.625 0.146 0.285
O -3.450 1.235 -0.586 -0.600
```

As for the structure (SMILES): C[C@H](N)[C@@H](C)O.O. The calculated total energy is -365.3974 a.u.